60
Properties=species:S:1:pos:R:3 method="wB97M-V/def2-TZVPD" relative_energy_kcal_mol=37.3 charge=-1 multiplicity=2 max_force_ha_per_bohr=0.0912 lumo_ev="1.967 / 1.955" orbital_gap_ev="2.900 / 6.525" homo_ev="-0.93 / -4.57" e_tot_ha=-21886.65960
C 2.79766 3.24364 4.42760
N 3.18950 2.82332 3.03395
O 2.38861 3.14190 2.13250
O 4.26567 2.27766 2.88381
H 2.07516 2.51509 4.79542
H 2.34282 4.22734 4.31125
H 3.76993 3.26499 4.91988
C 1.01696 4.21200 -2.68179
N 1.72883 3.50232 -1.64055
O 1.11775 2.80543 -0.83820
O 2.93564 3.44062 -1.64361
H 1.38392 5.20929 -2.43919
H -0.05896 4.17263 -2.51165
H 1.25500 3.75644 -3.64299
C 0.41544 0.11450 0.56733
N 0.47798 -0.53389 -0.75431
O -0.57994 -1.16465 -1.10409
O 1.41939 -0.30902 -1.49395
H 1.05435 0.98795 0.69758
H 0.55621 -0.56790 1.40555
H -0.54592 0.61840 0.66725
C 1.11623 -3.86543 2.78489
N 1.96828 -2.75915 3.15748
O 2.29426 -1.99370 2.22265
O 2.31249 -2.62676 4.32215
H 1.24053 -4.71350 3.45825
H 1.25570 -4.12639 1.73582
H 0.19394 -3.33643 3.02495
Br -1.42351 -4.74028 0.67519
C -0.64319 -5.25232 -0.98878
C -1.65016 -4.64037 -2.04861
Br -1.06378 -5.08057 -3.85609
H -0.59852 -6.33008 -1.14540
H 0.34192 -4.78842 -1.03821
H -1.59017 -3.55973 -1.91927
H -2.67888 -5.00000 -2.07103
Br -2.04441 4.25329 0.04186
C -1.85451 4.50714 2.07771
C -0.79924 3.44327 2.59767
Br -0.57789 3.67393 4.56731
H -2.76186 4.23451 2.61667
H -1.44223 5.51469 2.13236
H 0.17370 3.76086 2.22267
H -0.99389 2.38559 2.42014
Br -5.49159 -2.18036 -0.93749
C -4.04876 -1.25486 0.07645
C -4.45709 0.15526 0.50594
Br -3.20381 0.70648 1.84699
H -3.09957 -1.39872 -0.43974
H -3.93349 -1.90399 0.94446
H -5.42150 0.09393 1.01016
H -4.60258 0.89423 -0.28200
Br 1.42088 -0.14816 -7.04244
C 0.87106 -1.53924 -5.70939
C 1.72353 -1.39892 -4.45231
Br 1.62033 -2.96749 -3.25992
H 1.08309 -2.54182 -6.08084
H -0.19082 -1.44830 -5.48083
H 1.23660 -0.57947 -3.92362
H 2.71290 -1.18678 -4.85757